[1]
{"formula": "C5H2O", "method": "ωB97M-V/def2-TZVPD", "energy_ev": -7258.855, "homo_lumo_gap_ev": 8.988, "smiles": "C#CC#CC=O", "spin_multiplicity": 1, "lumo_energy_ev": -0.79, "symbols": ["C", "C", "C", "C", "C", "O", "H", "H"], "coordinates": [[-1.269, 1.695, 0.880], [-1.348, 0.803, 0.072], [-1.126, -0.303, -0.772], [0.014, -0.749, -0.644], [1.352, -1.197, -0.415], [2.142, -0.672, 0.341], [-1.300, 2.507, 1.565], [1.535, -2.084, -1.028]]}

[2]
{"formula": "C7H11N", "method": "ωB97M-V/def2-TZVPD", "energy_ev": -8919.394, "homo_lumo_gap_ev": 9.460, "spin_multiplicity": 1, "lumo_energy_ev": 0.70, "symbols": ["C", "C", "C", "C", "C", "C", "C", "H", "H", "H", "H", "H", "H", "H", "H", "H", "H", "H", "N"], "coordinates": [[1.356, -0.147, 1.180], [1.407, 0.760, -0.153], [0.112, 1.366, -0.486], [-1.128, 0.631, -0.321], [-1.284, -0.698, -0.279], [0.024, -1.424, -0.596], [1.141, -0.676, -0.177], [2.414, -0.079, 1.414], [0.543, -0.159, 1.777], [2.389, 1.067, -0.659], [-0.049, 2.742, -0.222], [0.046, 1.618, -1.651], [-1.818, 1.305, -0.909], [-2.380, 0.249, 1.484], [-2.285, -1.038, -0.617], [0.253, -1.016, -1.941], [0.083, -2.778, -0.422], [2.037, -1.325, -0.599], [-1.572, 0.078, 1.048]]}

no.,highest occupied orbital energy (eV)
1,-9.77
2,-8.76